Entry from OMol25: a 2-piece molecular cluster, C18H24BrFO10 overall (wB97M-V/def2-TZVPD).

```
54
Properties=species:S:1:pos:R:3:forces:R:3
C -5.60952 0.89197 0.36880 -0.586 -0.473 0.361
O -4.42212 0.55157 1.05573 -0.075 0.305 -0.701
C -3.31778 0.20999 0.22559 0.862 0.110 0.238
C -3.15322 -1.30366 0.05289 -0.762 0.304 -0.180
C -4.39879 -1.96097 -0.56480 1.585 0.549 0.374
F -5.25732 -2.36453 0.44266 -0.553 -0.181 -0.180
C -2.04766 0.83719 0.85761 0.047 -0.481 0.008
C -2.01568 0.58036 2.36606 0.129 -0.184 -0.020
C -0.68434 0.88659 3.00553 -4.269 -1.541 1.195
O 0.24766 1.27595 2.52027 4.726 2.010 -2.183
Br -0.65699 0.57964 4.98708 -0.269 -0.209 0.448
O -0.95580 0.21340 0.24036 0.018 0.317 -0.193
C -0.47590 0.97051 -0.88593 0.675 -0.299 0.177
C 0.28330 0.06780 -1.89941 -0.694 0.207 -0.362
O 0.55475 -1.23324 -1.44669 0.090 0.195 0.373
C 1.66881 -1.20731 -0.54933 0.068 -0.090 0.034
O 1.85848 -2.53194 -0.07948 0.077 0.779 -0.296
C 1.48704 -2.71574 1.24683 0.043 -0.852 0.444
C -0.01057 -2.97720 1.46712 -0.143 -0.270 -0.174
O -0.50593 -3.69193 0.33484 -0.182 -0.137 -0.030
H -5.53693 0.78124 -0.71302 0.206 0.120 -0.040
H -5.94108 1.90721 0.60019 0.240 0.086 0.038
H -6.39636 0.20673 0.70221 -0.043 0.055 -0.057
H -3.38154 0.66061 -0.77138 -0.410 0.096 0.010
H -2.95674 -1.70634 1.04589 -0.022 -0.483 -0.111
H -2.31743 -1.54979 -0.60086 0.257 0.269 0.214
H -4.05146 -2.80753 -1.15442 -0.427 -0.365 0.128
H -4.87670 -1.24654 -1.23342 -0.431 -0.132 0.021
H -2.04261 1.91814 0.68031 0.000 0.028 -0.003
H -2.75385 1.20241 2.86503 -0.235 -0.273 0.125
H -2.21261 -0.47767 2.53591 -0.187 0.045 0.387
H 0.20483 1.73638 -0.50545 -0.050 0.116 -0.108
H -1.33206 1.41654 -1.40628 0.080 0.166 0.067
H -0.36829 -0.02822 -2.77710 0.091 -0.274 0.030
H 1.18307 0.60151 -2.20885 0.169 0.000 0.176
H 1.45787 -0.55332 0.30565 -0.133 0.051 -0.052
H 2.56223 -0.80331 -1.04381 -0.007 -0.413 0.021
H 2.00372 -3.62100 1.58309 0.068 -0.037 -0.149
H 1.85568 -1.91779 1.89940 -0.200 0.199 -0.031
H -0.14473 -3.62110 2.34679 0.210 0.274 0.187
H -0.58865 -2.06430 1.62624 0.057 0.201 -0.182
H -1.27077 -4.20624 0.61077 0.063 0.118 0.035
C 4.44096 3.30415 -1.34946 0.221 0.647 -0.090
C 3.89414 2.04137 -1.25828 -0.045 -0.606 0.048
C 4.90868 0.88347 -1.40024 1.249 -0.097 -0.194
O 4.57550 -0.31064 -1.26638 -0.644 0.239 0.030
C 6.26914 1.20915 -1.70050 -0.362 -0.658 0.028
C 6.82680 2.47973 -1.80817 0.121 0.604 -0.019
C 5.82966 3.63813 -1.56249 -1.148 0.025 0.234
O 6.18198 4.82127 -1.54841 0.555 0.009 -0.142
O 8.01424 2.76413 -2.07079 -0.076 -0.167 0.012
O 2.67787 1.75141 -1.06909 0.015 0.100 -0.039
H 3.79197 4.17084 -1.24867 -0.093 -0.066 0.061
H 6.90507 0.34090 -1.85011 0.126 0.064 0.027
```
Forces are in eV/Å.

- 2S+1: 1
- LUMO level: 3.6 eV
- Charge: -2
- HOMO: -0.11 eV